(1)
The following is a quantum chemistry calculation of a structure of composition H24NeO12 at a distorted geometry, from the Open Molecules 2025 dataset.

```
! wB97M-V def2-TZVPD RIJCOSX def2/J DEFGRID3
* xyz 0 1
Ne -0.45867 0.43956 -0.19104
O -0.65532 -3.66768 -0.35661
H -1.08683 -3.21084 0.36542
H -0.15793 -4.36806 0.06565
O -0.01196 -1.96571 -2.73021
H 0.09454 -2.77027 -3.23773
H -0.27722 -2.26408 -1.86024
O -3.47739 -0.15518 1.65036
H -3.97796 -0.19975 2.46503
H -2.70388 0.36325 1.87204
O -0.52744 1.17433 -3.74098
H -0.20460 1.27663 -2.84570
H -1.42934 0.87078 -3.63765
O -1.50102 4.35158 -0.57980
H -0.83194 3.71031 -0.81924
H -1.69355 4.16577 0.33924
O 2.65025 1.07051 -0.36932
H 3.54417 1.14501 -0.03528
H 2.70180 0.39340 -1.04393
O 0.74078 2.75258 -1.67442
H 1.31149 2.15817 -1.18740
H 1.12516 3.61875 -1.53935
O -1.84715 -2.43813 1.83822
H -1.42946 -2.32861 2.69248
H -2.40843 -1.66838 1.74506
O 1.54336 1.95313 2.22665
H 0.62728 1.68461 2.29683
H 1.90005 1.40836 1.52507
O -1.12688 1.36767 2.56131
H -1.64352 2.11335 2.25591
H -1.38020 1.25955 3.47803
O 2.24443 -2.38768 0.93081
H 1.42793 -1.94348 1.15936
H 2.16653 -3.25381 1.33079
O 2.53299 -1.41441 -1.88245
H 1.69155 -1.79035 -2.14107
H 2.52835 -1.45095 -0.92596
*
```

Computed properties:
Relative energy (zero: lowest compared OMol25 entry of this formula, charge and spin)   1.139 eV

Here are the Löwdin charges for atoms 1 to 4, given in e:
1 Ne 0.0524
2 O -0.0464
3 H -0.0189
4 H 0.0423

(2)
The following is a quantum chemistry calculation of the molecule C4H10O2, from the Open Molecules 2025 dataset.

```
! wB97M-V def2-TZVPD RIJCOSX def2/J DEFGRID3
* xyz 0 1
C -0.27880 -2.25536 -0.47040
O 0.31155 -0.97835 -0.50171
C -0.62217 0.08148 -0.64164
C 0.09939 1.39283 -0.36244
C 0.54056 1.53936 1.09491
O 1.39474 0.50990 1.53301
H -0.77848 -2.49497 -1.41959
H 0.52521 -2.97432 -0.29796
H -1.01213 -2.33270 0.34545
H -1.45306 -0.06029 0.07040
H -1.04722 0.07062 -1.65748
H 0.97226 1.46062 -1.02238
H -0.57089 2.22515 -0.61251
H 1.08382 2.48389 1.21255
H -0.35883 1.60422 1.73370
H 1.19404 -0.27209 0.99608
*
```

Computed properties:
Relative energy (zero: lowest compared OMol25 entry of this formula, charge and spin)   1.129 eV
Structure (SMILES)   COCCCO

Here are the Löwdin charges for atoms 1 to 4, given in e:
1 C -0.1010
2 O -0.2241
3 C -0.2312
4 C -0.1589

(3)
The following is a quantum chemistry calculation of a structure of composition CH6F3PSi2 at a distorted geometry, from the Open Molecules 2025 dataset.

```
! wB97M-V def2-TZVPD RIJCOSX def2/J DEFGRID3
* xyz 0 1
C 1.25217 -0.67058 -0.06659
F -1.85492 -0.78405 0.04917
F -0.72729 -2.67389 0.02048
F -0.59756 -1.42282 1.92079
Si 1.16011 0.03726 -1.80348
Si -0.47149 1.36280 1.49839
P -0.29932 -1.08289 0.38437
H 0.46325 1.22120 -1.88366
H -0.04495 -0.54713 -2.56768
H 2.49116 -0.02791 -2.45292
H -0.22705 0.68240 2.76502
H -1.81924 1.80605 1.18602
H 0.67513 2.09955 0.95009
*
```

Computed properties:
Relative energy (zero: lowest compared OMol25 entry of this formula, charge and spin)   3.615 eV

Here are the Löwdin charges for atoms 1 to 4, given in e:
1 C -0.3718
2 F -0.2276
3 F -0.2395
4 F -0.2357

(4)
The following is a quantum chemistry calculation of the molecule C5H9NO at a distorted geometry, from the Open Molecules 2025 dataset.

```
! wB97M-V def2-TZVPD RIJCOSX def2/J DEFGRID3
* xyz 0 1
C -0.51738 0.16283 -1.81365
C -0.92135 -0.05057 -0.37525
N -2.05694 0.38726 -0.00468
O 0.48857 1.90446 0.35715
C 0.58522 1.03536 1.18997
C 1.38890 -0.19823 1.00658
C 0.14666 -0.96424 0.39725
H -0.96355 1.04849 -2.27719
H 0.57086 0.21795 -1.91747
H -0.87879 -0.71873 -2.35417
H -2.28680 0.25475 0.98099
H -0.14141 0.93400 2.02869
H 2.22194 -0.05990 0.30791
H 1.78630 -0.62333 1.94436
H 0.51542 -1.64932 -0.36532
H -0.33089 -1.53820 1.19715
*
```

Computed properties:
Relative energy (zero: lowest compared OMol25 entry of this formula, charge and spin)   2.309 eV
Structure (SMILES)   [H]/N=C(/C)CCC=O

Here are the Löwdin charges for atoms 1 to 4, given in e:
1 C -0.0571
2 C -0.4476
3 N 0.1371
4 O 0.0466

(5)
The following is a quantum chemistry calculation of a cluster of 8 separate species, C30H45N2O28P2 in total at a distorted geometry, from the Open Molecules 2025 dataset.

```
! wB97M-V def2-TZVPD RIJCOSX def2/J DEFGRID3
* xyz -1 1
C 4.61995 -2.07576 0.73978
C 4.32680 -3.36786 0.60739
P 3.55435 -4.23430 -0.85588
N 2.63334 -5.22909 -2.24646
C 1.94531 -6.15750 -1.93747
O 1.25448 -7.08017 -1.66384
N 5.13721 -4.76306 -1.58500
C 5.19411 -6.16639 -2.00782
C 6.31765 -4.38105 -0.91984
C 6.86301 -3.05008 -1.36166
O 6.90842 -5.07846 -0.11505
O 3.57240 -2.87837 -1.86076
C 2.30907 -2.36095 -2.20565
C 1.27370 -2.96075 -1.22825
C 0.34029 -1.87988 -0.61219
P 0.59420 -1.40991 1.11135
O 1.54462 -0.30748 1.28467
O 0.91055 -2.67596 2.02101
O -0.86962 -0.90561 1.58553
O 1.94969 -3.74140 -0.30461
H 5.39664 -1.76565 1.43523
H 4.11851 -1.31300 0.15431
H 4.53387 -4.01832 1.45796
H 3.50124 -5.43157 -0.08882
H 4.85063 -6.23910 -3.03920
H 4.62818 -6.84650 -1.36429
H 6.23710 -6.48862 -2.00175
H 6.97725 -3.09807 -2.45026
H 7.84851 -2.86860 -0.93818
H 6.15898 -2.25481 -1.16613
H 2.39685 -1.27971 -2.06593
H 2.07093 -2.66639 -3.22743
H 0.59540 -3.61835 -1.79041
H -0.69534 -2.20110 -0.74723
H 0.44678 -0.95574 -1.18140
H 0.38113 -3.44039 1.76220
H -1.47248 -1.65581 1.71258
C -3.00904 1.66356 3.51241
C -4.43298 1.68552 2.99401
O -4.49750 0.46248 2.23391
C -3.54207 -0.37348 2.71295
O -3.44264 -1.52461 2.40598
O -2.74022 0.25868 3.57198
H -2.90311 2.11675 4.49040
H -2.29590 2.11807 2.82236
H -5.17038 1.64136 3.79682
H -4.65333 2.53354 2.35510
C -6.55044 -1.93134 2.55734
C -6.94910 -2.04185 4.01359
O -8.31609 -1.61370 3.98742
C -8.80305 -1.81699 2.73884
O -9.94871 -1.72446 2.43905
O -7.80462 -2.14304 1.88670
H -5.82355 -2.68023 2.25702
H -6.16948 -0.94812 2.29595
H -6.90977 -3.06795 4.38280
H -6.36231 -1.40619 4.67182
C 9.58988 1.89956 -0.51913
C 10.19481 0.64283 -1.12179
O 9.14116 -0.31004 -0.97015
C 7.96748 0.35737 -0.88607
O 6.88387 -0.11218 -0.92792
O 8.19706 1.69538 -0.74961
H 9.92270 2.81828 -0.99519
H 9.76267 1.96776 0.55650
H 10.41455 0.75552 -2.18522
H 11.08695 0.29931 -0.60515
C -6.46873 -0.71626 -1.97694
C -5.75007 -0.88631 -0.65681
O -4.44174 -1.29897 -1.07608
C -4.24078 -0.86332 -2.33788
O -3.20269 -0.88755 -2.91347
O -5.39679 -0.37736 -2.86501
H -7.20988 0.07652 -1.95644
H -6.93978 -1.63867 -2.32097
H -5.66499 0.05195 -0.10710
H -6.20632 -1.63468 -0.01912
C 5.24600 3.46406 -0.54972
C 4.35172 3.82854 -1.71584
O 3.83015 5.10294 -1.31325
C 4.69175 5.65327 -0.42649
O 4.62911 6.77609 -0.03613
O 5.62847 4.75797 -0.05126
H 6.12299 2.89121 -0.83085
H 4.70844 2.92901 0.23377
H 4.90873 3.95756 -2.64555
H 3.54360 3.12118 -1.87748
C -7.07583 3.57467 -3.19958
C -5.81089 3.89165 -2.42398
O -6.18913 3.56602 -1.08067
C -7.20679 2.67421 -1.13199
O -7.62340 2.06930 -0.19862
O -7.66977 2.55077 -2.39701
H -6.88821 3.20393 -4.20318
H -7.76076 4.42292 -3.24800
H -4.97426 3.25520 -2.71629
H -5.51230 4.93457 -2.48845
C -3.06029 5.84415 1.09036
C -1.80163 6.19290 1.86358
O -2.19269 5.91280 3.21376
C -3.20165 5.02034 3.18824
O -3.62711 4.44624 4.14005
O -3.65894 4.84800 1.92629
H -2.86527 5.43775 0.10196
H -3.74741 6.68773 1.00691
H -0.95941 5.55073 1.60352
H -1.50405 7.23285 1.76643
*
```

Here are the Löwdin charges for atoms 1 to 4, given in e:
1 C -0.0638
2 C -0.2238
3 P 0.6343
4 N 0.0487

(6)
The following is a quantum chemistry calculation of a structure of composition C2H6IP at a distorted geometry, from the Open Molecules 2025 dataset.

```
! wB97M-V def2-TZVPD RIJCOSX def2/J DEFGRID3
* xyz 0 1
C 1.11678 -1.80233 -0.15900
C -0.78467 0.82714 0.79474
P -0.43050 2.38630 0.06261
I -2.29262 -0.33909 0.03771
H 2.07814 -1.81210 0.26107
H 0.81939 -0.75739 -0.48832
H 1.24850 -2.37786 -1.11674
H 0.12561 -2.30335 0.14867
H -0.33011 3.33088 1.12513
H -1.55053 2.84779 -0.66586
*
```

Computed properties:
Relative energy (zero: lowest compared OMol25 entry of this formula, charge and spin)   3.387 eV

Here are the Löwdin charges for atoms 1 to 4, given in e:
1 C -0.0917
2 C -1.0420
3 P 0.6204
4 I 0.7081

| no. | E_LUMO (eV) |
| --- | --- |
| 1 | -0.65 |
| 2 | 0.97 |
| 3 | -1.98 |
| 4 | 0.87 |
| 5 | 1.29 |
| 6 | -1.12 |